19
Properties=species:S:1:pos:R:3 method="wB97M-V/def2-TZVPD" e_tot_ev=-8804.558 total_charge=+1 smiles="NCC/C(N)=C/[NH3+]" lumo_energy_ev=-3.76 relative_energy_kj_mol=306.4 orbital_gap_ev=8.8
N 2.5168 -0.8011 1.6746
C 1.6105 -0.2761 0.5696
C 0.2029 0.0083 1.1341
C -0.6245 0.3418 0.0134
N -1.2222 1.6399 -0.1307
C -0.9974 -0.7354 -0.7304
N -1.6878 -0.3948 -1.9900
H 2.1801 -0.3766 2.6229
H 3.4538 -0.3210 1.5424
H 1.5601 -1.1602 -0.0943
H 2.1132 0.4603 -0.0375
H -0.0147 -0.7950 1.7433
H 0.3020 0.9530 1.7275
H -0.9335 2.4823 0.4041
H -2.1077 1.7966 -0.6174
H -0.7495 -1.7674 -0.6880
H -2.7827 -0.6263 -2.0684
H -1.2964 -0.9842 -2.6947
H -1.5230 0.5558 -2.3807

***

11
Properties=species:S:1:pos:R:3 method="wB97M-V/def2-TZVPD" e_tot_ev=-20458.995 total_charge=0 smiles=FC(F)(F)C(F)(F)F.O lumo_energy_ev=0.70 relative_energy_kj_mol=16.7 orbital_gap_ev=12.2
F -1.9789 0.3917 -0.3534
C -0.6481 0.3534 -0.1577
F -0.3362 -0.9426 -0.1486
F -0.3725 0.8869 1.0859
C 0.0556 1.1747 -1.1645
F 1.3745 0.9617 -1.1458
F -0.1769 2.5260 -1.0892
F -0.2906 0.7929 -2.3677
O 0.9560 -1.8116 2.0591
H -0.0009 -1.9453 1.8730
H 1.4180 -2.3879 1.4089

***

32
Properties=species:S:1:pos:R:3 method="wB97M-V/def2-TZVPD" e_tot_ev=-18871.828 total_charge=0 smiles=Cc1ccc(O)cc1.Cc1ccc(O)cc1 lumo_energy_ev=0.78 relative_energy_kj_mol=77.8 orbital_gap_ev=8.9
C 0.7847 -3.0755 3.0801
C 0.6902 -2.5860 1.6567
C -0.4469 -2.7499 0.8759
C -0.4532 -2.4531 -0.4838
C 0.6978 -1.9677 -1.0606
O 0.6484 -1.6665 -2.3932
C 1.8433 -1.7303 -0.3142
C 1.8090 -2.0537 1.0368
H 0.3536 -2.2897 3.7124
H 1.7783 -3.3512 3.4152
H 0.0986 -3.9046 3.2430
H -1.3767 -3.1719 1.2461
H -1.2458 -2.7875 -1.1118
H 1.4176 -1.9496 -2.8938
H 2.6495 -1.2104 -0.8172
H 2.6916 -1.8590 1.6345
C -2.5369 3.3959 1.5846
C -1.5866 2.8132 0.5569
C -1.6292 3.1472 -0.7877
C -0.7688 2.5636 -1.7161
C 0.2510 1.7386 -1.2595
O 1.3627 1.4743 -1.9967
C 0.1744 1.2210 0.0271
C -0.7465 1.7609 0.9080
H -2.8304 2.5588 2.2161
H -3.3952 3.8029 1.0500
H -2.1434 4.1860 2.1762
H -2.1749 4.0153 -1.1254
H -0.9582 2.6843 -2.7746
H 1.5534 2.1328 -2.6539
H 0.8423 0.4516 0.2402
H -0.7916 1.3547 1.9058

***

19
Properties=species:S:1:pos:R:3 method="wB97M-V/def2-TZVPD" e_tot_ev=-11847.290 total_charge=0 lumo_energy_ev=-4.11 relative_energy_kj_mol=815.0 orbital_gap_ev=4.3
O 1.4636 0.7424 1.7253
C -1.9901 0.1335 -0.2000
N -0.5825 0.0509 -0.0737
C 0.1468 -0.9004 -0.9550
N 1.2582 -0.3882 -1.7223
C -3.0302 -0.2747 0.7628
N -2.9490 -1.0730 1.7927
H -0.1254 0.9531 -0.0223
H 0.7895 -1.5454 -0.1869
H -0.5681 -1.3525 -1.4880
H 1.9064 0.4309 -1.2257
H 1.9583 -1.0679 -1.9112
H -2.3454 0.7301 -1.0879
H -3.9795 -0.1152 0.3267
H 2.2807 0.7504 2.2679
H -1.9778 -1.3063 2.0672
H 3.1433 2.0250 -0.4753
H 1.8866 1.0471 0.8087
O 2.7145 1.1600 -0.4029

***

14
Properties=species:S:1:pos:R:3 method="wB97M-V/def2-TZVPD" e_tot_ev=-9279.734 total_charge=+1 lumo_energy_ev=-4.85 relative_energy_kj_mol=294.9 orbital_gap_ev=9.8
C -0.9809 -1.7587 -0.1306
C -1.0205 0.3898 0.0703
C 0.7615 -0.4870 0.4942
C 1.8461 0.2445 -0.3205
N -1.7538 -0.7372 -0.1452
N -1.4569 1.6477 0.0263
O 0.3104 -1.6921 0.1637
H -1.3772 -2.7369 -0.3374
H 0.5364 -0.2221 1.5700
H 1.6972 0.5885 -1.4155
H 2.5952 -0.5697 -0.2798
H 2.2308 1.0161 0.2351
H -0.8786 2.5661 0.1617
H -2.5096 1.7509 -0.0923

***

19
Properties=species:S:1:pos:R:3 method="wB97M-V/def2-TZVPD" e_tot_ev=-9263.608 total_charge=0 lumo_energy_ev=0.95 relative_energy_kj_mol=260.2 orbital_gap_ev=10.3
H -3.4303 0.0135 -1.4175
N -3.0314 0.2681 -2.4179
N -2.0486 -0.4137 -2.4770
N -2.0141 -1.2738 -1.1992
H -1.9064 -0.8333 -0.2777
H -1.4467 -2.1124 -1.2637
C 0.8877 0.9550 -0.5719
C 1.0269 -0.0891 0.5327
C 2.0998 0.3249 1.5461
N -0.2878 -0.3157 1.1449
H 1.8358 1.0904 -1.0894
H 0.1356 0.6542 -1.2978
H 0.5917 1.9166 -0.1492
H 1.3233 -1.0427 0.0797
H 2.2008 -0.4241 2.3330
H 1.8355 1.2762 2.0112
H 3.0679 0.4398 1.0597
H -0.6280 0.5522 1.5504
H -0.2115 -0.9862 1.9037

***

114
Properties=species:S:1:pos:R:3 method="wB97M-V/def2-TZVPD" e_tot_ev=-176661.930 total_charge=-1 lumo_energy_ev="2.13 / 1.89" relative_energy_kj_mol=0.0 orbital_gap_ev="5.9 / 6.4" multiplicity=5
Os 1.1986 0.1486 -0.3071
C -3.6761 0.8954 3.0253
Si -2.1089 0.3135 2.1415
C -1.3410 -1.2363 2.9558
C -2.1543 -1.6772 4.0067
C -1.8299 -2.7710 4.7669
C -0.6707 -3.4691 4.5190
C 0.1401 -3.0597 3.4910
C -0.1598 -1.9538 2.6669
P 1.1926 -1.5956 1.3347
C 2.6584 -1.4929 2.5140
C 4.0633 -1.2676 1.8906
C 4.5589 0.2023 1.7052
C 4.3000 1.0401 2.9371
C 2.8961 0.8948 3.4553
C 2.5531 -0.5799 3.7500
C 1.2971 -3.3867 0.6062
C 2.7155 -4.0235 0.3980
C 3.3867 -3.7022 -0.9516
C 2.5274 -4.2317 -2.0733
C 1.1846 -3.5065 -1.9825
C 0.4506 -3.6550 -0.6474
C -2.7518 -0.3804 0.4725
C -3.7755 -1.2805 0.7479
C -4.3976 -2.0941 -0.2234
C -4.1097 -1.9041 -1.5422
C -3.1193 -0.9651 -1.8588
C -2.3739 -0.2950 -0.8854
P -0.9527 0.7306 -1.5170
C -0.6948 0.4357 -3.3280
C -1.6894 0.8167 -4.4132
C -1.2204 0.0996 -5.7009
C 0.3170 -0.1185 -5.7580
C 0.6639 -1.2016 -4.7719
C -0.2727 -1.0515 -3.5492
C -1.5389 2.4955 -1.3337
C -0.5935 3.5972 -1.8673
C -1.0814 4.3661 -3.0863
C -2.4936 4.9562 -2.9259
C -3.2512 4.2566 -1.7880
C -2.9812 2.7332 -1.8381
H -4.6052 0.3596 2.9354
H -3.7967 1.8685 2.5220
H -3.3685 1.0896 4.0560
H -3.0815 -1.1694 4.1946
H -2.4862 -3.1067 5.5706
H -0.3472 -4.3056 5.1351
H 1.0769 -3.6320 3.3386
H 2.6443 -2.5282 2.8884
H 4.1545 -1.7294 0.9262
H 4.7859 -1.7123 2.6259
H 4.0875 0.5947 0.7933
H 5.6301 0.1796 1.5017
H 4.5153 2.1064 2.6944
H 5.0162 0.7636 3.7295
H 2.1513 1.2816 2.7586
H 2.7440 1.4134 4.3902
H 1.5548 -0.6369 4.1765
H 3.2747 -0.9646 4.5162
H 0.8351 -4.0080 1.3831
H 2.5914 -5.1285 0.4414
H 3.3836 -3.7928 1.2310
H 4.3394 -4.2293 -0.9889
H 3.5533 -2.5984 -1.1140
H 2.4552 -5.3112 -1.9707
H 2.9111 -4.0232 -3.0788
H 0.5152 -3.8524 -2.7732
H 1.4742 -2.4502 -2.1371
H 0.0398 -4.6962 -0.5866
H -0.4332 -3.0297 -0.7038
H -4.1122 -1.4350 1.7627
H -5.1146 -2.8326 0.0688
H -4.5934 -2.4224 -2.3480
H -2.8739 -0.8772 -2.9077
H 0.2100 1.0065 -3.4869
H -1.7230 1.9155 -4.5890
H -2.6902 0.4713 -4.1766
H -1.5618 0.6926 -6.5517
H -1.6644 -0.9227 -5.6940
H 0.8921 0.7887 -5.4982
H 0.6060 -0.3821 -6.7956
H 1.6956 -1.1190 -4.4777
H 0.5478 -2.1709 -5.2542
H 0.2236 -1.4282 -2.6493
H -1.1514 -1.6454 -3.7256
H -1.5229 2.5968 -0.2235
H 0.4108 3.2464 -2.1198
H -0.4611 4.2991 -1.0401
H -1.0216 3.7370 -3.9664
H -0.3321 5.1505 -3.2421
H -3.0279 4.8733 -3.8444
H -2.4071 6.0339 -2.6732
H -4.3211 4.4218 -1.9078
H -3.0354 4.6982 -0.8150
H -3.0865 2.3801 -2.8515
H -3.6658 2.2069 -1.1928
S 2.4421 2.5289 -3.7174
As 3.4686 1.8667 -1.9794
S 2.8417 -0.3405 -1.9775
S 2.1964 2.3112 -0.1337
S 5.4887 2.1502 -1.5075
C -0.3750 1.8442 4.7657
C -0.8912 2.6772 3.5806
C 0.0273 3.8795 3.2201
C -0.9734 1.7600 2.3293
H -0.2622 2.4129 5.6936
H 0.5866 1.3970 4.5775
H -1.0545 1.0101 4.9831
H -1.9104 3.0479 3.8129
H 0.9947 3.4970 2.9051
H 0.1183 4.5297 4.0918
H -0.3790 4.5000 2.4154
H -1.0809 2.4364 1.4854
H 0.0617 1.3748 2.1639

***

13
Properties=species:S:1:pos:R:3 method="wB97M-V/def2-TZVPD" e_tot_ev=-18604.672 total_charge=0 lumo_energy_ev=0.31 relative_energy_kj_mol=359.0 orbital_gap_ev=10.2
C 0.4143 -1.8451 -0.2601
C -0.1574 -0.2161 -1.8091
N 0.1874 -0.6580 -0.4895
O -1.2892 1.5086 0.7862
O 1.2307 1.5048 0.4981
S 0.0224 0.9235 1.0853
H 0.8593 -2.0169 0.6673
H -0.7304 1.2846 3.2775
H 0.6570 -2.6235 -1.0111
H -0.4750 -0.8371 -2.5818
H -0.9310 0.6012 -1.6099
H 0.8326 0.2900 -2.1005
H -0.6205 2.0841 3.5477

***

19
Properties=species:S:1:pos:R:3 method="wB97M-V/def2-TZVPD" e_tot_ev=-58485.836 total_charge=0 lumo_energy_ev=-0.05 relative_energy_kj_mol=102.1 orbital_gap_ev=8.2
C -1.6736 -0.8880 -1.6616
C -2.1476 -1.1259 -0.2254
C -1.2718 -0.0154 -0.5647
C 1.3408 1.1722 1.7444
C 1.0295 -0.6150 0.0076
C 1.8035 0.5755 0.4342
O -1.3527 1.2808 -0.3150
Cl 1.5940 -1.3349 -1.4866
Cl 0.8417 -1.8231 1.2532
Cl 1.6673 1.8000 -0.8594
Cl 3.5894 0.1835 0.5813
H -0.9501 -1.5805 -2.0650
H -2.3679 -0.5022 -2.3958
H -3.1701 -0.9018 0.0488
H -1.7266 -1.9682 0.3035
H 1.4731 0.4437 2.5420
H 1.9245 2.0593 1.9743
H 0.2870 1.4337 1.6757
H -0.8905 1.8064 -0.9913

***

23
Properties=species:S:1:pos:R:3 method="wB97M-V/def2-TZVPD" e_tot_ev=-39877.104 total_charge=0 lumo_energy_ev="-1.43 / -1.09" relative_energy_kj_mol=433.1 orbital_gap_ev="8.0 / 9.1"
C -0.4539 -0.2996 1.2789
C -2.2514 -0.7155 2.1679
C 2.7369 -0.9531 -0.1255
C 2.5456 0.5568 -0.1149
C 1.5183 -0.4159 -0.5096
C -0.7906 0.6226 -2.1117
C -3.6371 -1.1858 2.3035
N -1.6720 -0.6066 0.9903
N -0.1561 -0.1413 2.5316
O -0.0233 -1.7743 -2.2199
O 1.5451 -0.0217 -3.1083
O -1.4270 -0.3365 3.1308
S 0.5891 -0.4820 -2.1011
Cl -4.6542 0.2759 2.0188
H 3.4145 -1.2247 -0.8622
H 2.9379 -1.3635 0.8357
H 2.5201 0.9070 0.9202
H 2.9149 1.1099 -0.9037
H -0.8985 0.9703 -3.2226
H -1.7456 0.2779 -1.9558
H -0.6242 1.4841 -1.5169
H -3.8419 -1.5294 3.3292
H -3.7685 -1.6702 1.2951

***

40
Properties=species:S:1:pos:R:3 method="wB97M-V/def2-TZVPD" e_tot_ev=-92079.667 total_charge=0 smiles="C=CCC1=C(COC(=O)[C@@H](Br)C(C)(C)C)CCC1=O" lumo_energy_ev=0.25 relative_energy_kj_mol=0.0 orbital_gap_ev=9.4
C 1.4551 -1.8463 -3.7872
C 1.1760 -1.7334 -2.4327
C 0.6996 -2.8747 -1.6187
C -0.7203 -2.6552 -1.1685
C -1.1292 -2.1556 0.0380
C -0.1994 -1.7266 1.1401
O 0.4754 -0.5371 0.7924
C -0.1866 0.6153 0.7641
O -1.3675 0.7545 1.0821
C 0.6313 1.8031 0.2859
Br -0.4302 2.6918 -1.1497
C 0.9884 2.7479 1.4770
C 1.8553 2.0670 2.5569
C 1.7826 3.8822 0.8586
C -0.2172 3.3735 2.1007
C -2.6390 -2.0567 0.1133
C -3.1747 -2.4644 -1.2666
C -1.8990 -2.7917 -1.9646
O -1.9225 -3.2557 -3.1111
H 1.7159 -0.9013 -4.3524
H 1.2450 -2.7274 -4.2985
H 1.3222 -0.7306 -1.9857
H 1.3613 -3.0039 -0.7485
H 0.8257 -3.8314 -2.1750
H -0.7646 -1.6024 2.0805
H 0.5271 -2.5217 1.3226
H 1.5801 1.4115 -0.1405
H 1.2389 1.3986 3.2039
H 2.2728 2.8411 3.2032
H 2.6291 1.4663 2.0430
H 2.6307 3.5315 0.3021
H 1.1869 4.4777 0.1914
H 2.1512 4.5424 1.6575
H 0.0382 4.1886 2.7766
H -0.7704 2.6213 2.6152
H -0.8944 3.7807 1.3467
H -2.9780 -2.7641 0.9086
H -2.9688 -1.0357 0.3354
H -3.6928 -1.6454 -1.7548
H -3.8341 -3.3337 -1.2412

***

19
Properties=species:S:1:pos:R:3 method="wB97M-V/def2-TZVPD" e_tot_ev=-10944.533 total_charge=0 lumo_energy_ev="-0.85 / -0.86" relative_energy_kj_mol=456.7 orbital_gap_ev="7.9 / 7.9"
C 0.8837 -0.0221 -2.2668
C -1.9823 0.1498 0.0281
C -0.5836 0.4331 -0.4745
N -0.0346 -0.5231 -1.2663
H -0.3983 1.4774 -0.7437
H 0.2889 0.5153 -3.0159
H 1.3963 -0.8572 -2.7438
H 1.6211 0.6779 -1.8553
H -2.2118 0.7859 0.8850
H -2.7138 0.3692 -0.7532
H -2.0841 -0.8972 0.3143
C 0.1646 -0.1912 2.2785
C 0.7564 0.1847 0.9450
O 1.1788 -1.2726 0.2673
O 1.6159 1.0349 0.8064
H 1.9821 -1.0451 -0.2351
H 0.9989 -0.4330 2.9386
H -0.3779 0.6610 2.6918
H -0.5005 -1.0478 2.1995

***

14
Properties=species:S:1:pos:R:3 method="wB97M-V/def2-TZVPD" e_tot_ev=-8835.418 total_charge=0 smiles=Cc1occc1N lumo_energy_ev=1.06 relative_energy_kj_mol=75.7 orbital_gap_ev=8.8
C -1.6953 -1.0649 0.1758
C -0.2968 -0.5456 0.1883
O 0.7207 -1.4295 0.4405
C 1.8816 -0.7892 0.1915
C 1.6587 0.4875 -0.2243
C 0.2377 0.6555 -0.1586
N -0.4697 1.8243 -0.4840
H -2.3320 -0.3701 -0.3871
H -1.7143 -2.0377 -0.3329
H -2.1241 -1.1892 1.1770
H 2.7693 -1.3897 0.3347
H 2.3846 1.2109 -0.5687
H 0.1404 2.6299 -0.5410
H -1.2051 1.9948 0.1880

***

115
Properties=species:S:1:pos:R:3 method="wB97M-V/def2-TZVPD" e_tot_ev=-81595.692 total_charge=0 smiles="CCOS(C)(=O)=O.Fc1ccccc1.Fc1ccccc1.Fc1ccccc1.Fc1ccccc1.C1CCOC1.C1CCOC1.C1CCOC1.C1CCOC1" lumo_energy_ev=0.15 orbital_gap_ev=9.3
C 4.7833 1.9503 3.8663
C 4.6218 1.0938 5.1216
O 3.7395 1.9086 5.8932
S 3.4333 1.4380 7.4559
C 2.0769 0.1490 7.1533
O 4.6569 0.8516 7.9749
O 2.7635 2.5324 8.1504
H 5.3949 1.5291 3.0684
H 5.3709 2.8203 4.1594
H 3.8850 2.2595 3.3319
H 4.2288 0.1150 4.8468
H 5.6057 0.9700 5.5741
H 1.4644 0.7238 6.4587
H 1.5325 0.1354 8.0975
H 2.4419 -0.8404 6.8776
F 3.7525 -2.8471 -7.7438
C 2.7998 -1.8986 -7.8953
C 1.7651 -1.7972 -7.0036
C 0.8985 -0.7925 -7.2374
C 1.0369 0.2093 -8.2363
C 2.0881 0.1222 -9.1165
C 2.9811 -0.9304 -8.9082
H 1.6058 -2.5511 -6.2468
H 0.0653 -0.7039 -6.5559
H 0.2465 0.9346 -8.3606
H 2.2398 0.8447 -9.9048
H 3.8533 -1.0870 -9.5256
F -4.6668 -3.6802 6.8456
C -4.9996 -2.9529 7.9201
C -5.0402 -3.6172 9.1375
C -5.2261 -2.8401 10.3106
C -5.4080 -1.4792 10.2138
C -5.2336 -0.8228 9.0176
C -5.0950 -1.5586 7.8760
H -4.8417 -4.6749 9.0458
H -5.2421 -3.2258 11.3192
H -5.3615 -0.8095 11.0599
H -5.1800 0.2555 9.0458
H -5.0032 -1.0420 6.9320
F -7.5011 -2.5249 -2.8244
C -6.5049 -3.2899 -3.3383
C -5.3747 -3.5292 -2.5994
C -4.2578 -4.1880 -3.2399
C -4.3777 -4.6485 -4.4848
C -5.5671 -4.4632 -5.2654
C -6.6453 -3.7413 -4.6308
H -5.2641 -3.2592 -1.5596
H -3.3587 -4.5435 -2.7586
H -3.5368 -5.2209 -4.8475
H -5.6827 -4.7884 -6.2887
H -7.5539 -3.5707 -5.1891
F 9.8563 -0.3114 -6.4806
C 9.0408 0.5345 -5.9120
C 7.9066 0.0972 -5.2725
C 6.9583 0.9847 -4.7844
C 7.1731 2.3482 -4.9271
C 8.3402 2.8106 -5.5345
C 9.2787 1.8949 -6.0416
H 7.7551 -0.9701 -5.2068
H 6.0661 0.6339 -4.2872
H 6.3180 2.9430 -4.6416
H 8.4166 3.8759 -5.6947
H 10.1242 2.2911 -6.5844
C -8.4769 4.4639 3.9969
C -9.7974 3.7932 4.4311
C -9.6538 2.3607 3.9072
O -8.7764 2.5232 2.7592
C -7.7747 3.4649 3.0745
H -7.8523 4.9521 4.7451
H -8.8184 5.2623 3.3381
H -10.6700 4.2780 3.9932
H -9.8567 3.7613 5.5190
H -10.6599 1.9973 3.6976
H -9.3110 1.6127 4.6220
H -7.4418 3.9188 2.1410
H -7.0160 2.8292 3.5309
C 10.8112 -3.5393 0.4880
C 9.8851 -2.3518 0.5435
C 8.5671 -2.9843 0.0525
O 9.0124 -4.1710 -0.6209
C 10.4022 -4.2361 -0.7856
H 10.6130 -4.2792 1.2635
H 11.8327 -3.1813 0.6162
H 10.1109 -1.5242 -0.1289
H 9.7706 -1.8178 1.4868
H 8.0412 -2.3549 -0.6653
H 7.9632 -3.3771 0.8706
H 10.6998 -3.7959 -1.7373
H 10.7429 -5.2702 -0.8372
C -5.9243 4.7658 -4.0009
C -5.1909 5.8764 -3.1769
C -3.9212 5.2510 -2.6404
O -3.6034 4.3573 -3.6926
C -4.7892 3.6987 -4.1411
H -6.2451 5.2606 -4.9176
H -6.8089 4.3079 -3.5584
H -5.8040 6.2813 -2.3717
H -4.8723 6.7099 -3.8028
H -4.0511 4.6005 -1.7755
H -3.0963 5.9254 -2.4107
H -4.9377 2.7790 -3.5753
H -4.6703 3.3661 -5.1722
C -0.5035 -0.4886 1.0824
C 0.0522 -1.8621 1.3720
C 1.1284 -2.1165 0.3021
O 1.0976 -0.8997 -0.4867
C -0.1412 -0.2775 -0.4192
H -0.0489 0.2835 1.7030
H -1.5773 -0.4190 1.2564
H -0.7095 -2.6380 1.4495
H 0.6255 -1.8993 2.2983
H 0.7787 -2.9836 -0.2583
H 2.1380 -2.3083 0.6655
H -0.8260 -0.7664 -1.1122
H -0.0899 0.8041 -0.5435